Here is C19H52N5O15SZn as an isolated structure in a non-equilibrium geometry from OMol25. Energies are from wB97M-V/def2-TZVPD.

ORCA input file:
```
! wB97M-V def2-TZVPD RIJCOSX def2/J DEFGRID3
* xyz 1 1
C 3.37 -0.79 1.62
N 2.85 -1.34 2.98
C 2.66 -2.88 2.89
C 3.79 -1.13 4.17
C 1.41 -0.79 3.31
C 1.40 0.68 3.69
O 1.77 1.41 2.61
H 2.51 -0.60 0.97
H 4.01 -1.56 1.18
H 3.92 0.15 1.68
H 1.91 -3.06 2.13
H 2.43 -3.14 3.92
H 3.60 -3.42 2.74
H 3.27 -1.39 5.09
H 3.97 -0.05 4.08
H 4.72 -1.68 4.10
H 1.00 -1.38 4.13
H 0.70 -0.98 2.50
H 1.91 0.86 4.63
H 0.39 1.02 3.94
H 1.16 1.33 1.88
Zn -1.36 -2.12 0.26
S -0.53 0.30 -0.07
O -1.61 -0.19 0.74
O -1.06 0.78 -1.34
O 0.32 1.27 0.58
O 0.14 -0.99 -0.22
C -3.93 1.45 2.23
C -4.88 0.55 1.37
O -5.49 -0.44 2.17
O -2.86 0.67 2.81
H -4.48 2.06 2.95
H -3.48 2.05 1.43
H -4.58 0.09 0.43
H -5.66 1.21 1.00
H -4.88 -1.13 2.44
H -2.32 0.37 2.07
C 1.39 -0.92 -3.56
C 2.77 -0.99 -4.16
O 2.96 -0.22 -5.29
O 1.00 0.42 -3.51
H 1.39 -1.33 -2.55
H 0.59 -1.39 -4.12
H 2.91 -2.06 -4.31
H 3.49 -0.70 -3.39
H 2.46 0.59 -5.21
H 0.47 0.53 -2.71
C -3.01 2.86 -2.82
C -3.65 1.67 -3.50
O -3.49 0.55 -2.69
O -1.56 2.73 -2.84
H -3.23 2.76 -1.76
H -3.24 3.80 -3.33
H -3.21 1.57 -4.50
H -4.71 1.75 -3.75
H -2.67 0.61 -2.20
H -1.31 2.03 -2.23
O 4.58 2.14 -1.45
C 3.48 2.17 -0.84
N 2.85 1.03 -0.72
C 2.84 3.43 -0.26
H 3.20 0.14 -1.05
H 1.95 1.02 -0.26
H 2.43 3.96 -1.13
H 3.50 3.98 0.41
H 2.00 3.18 0.39
O -3.31 -2.03 -0.59
C -4.41 -2.47 -0.97
N -5.04 -1.85 -1.93
C -4.96 -3.74 -0.41
H -4.74 -0.97 -2.33
H -5.91 -2.30 -2.18
H -4.43 -4.02 0.50
H -4.80 -4.59 -1.07
H -6.00 -3.72 -0.10
O -2.86 4.58 2.26
C -1.81 4.27 1.72
N -1.04 3.25 2.14
C -1.46 4.93 0.40
H -0.39 2.88 1.46
H -1.38 2.79 2.97
H -1.96 5.87 0.19
H -1.71 4.19 -0.36
H -0.40 5.04 0.18
O 4.46 -2.17 -1.08
C 3.91 -3.28 -1.11
N 2.60 -3.43 -0.76
C 4.63 -4.45 -1.72
H 2.15 -4.33 -0.70
H 2.08 -2.58 -0.60
H 4.32 -4.58 -2.76
H 4.52 -5.36 -1.14
H 5.71 -4.35 -1.74
*
```

Results
- highest occupied orbital energy (eV) = -10.89
- energy above the lowest of the compared OMol25 structures with the same formula, charge and spin (kJ/mol) = 321.5
- Kohn-Sham gap (eV) = 4.276
- LUMO (eV) = -6.609